# 1
ORCA calculation (wB97M-V/def2-TZVPD) on the molecule C22H27N3O4S.

Geometry as XYZ:
```
57
Properties=species:S:1:pos:R:3:forces:R:3:mulliken_charge:R:1
C -3.025 -1.255 2.982 0.2 0.0 -0.2 -1.316
C -2.035 -1.051 1.837 -0.2 0.3 0.3 -0.600
N -2.359 -1.839 0.662 0.3 -0.3 -0.1 0.480
C -1.696 -3.131 0.575 0.0 -0.3 0.0 -0.936
C -0.173 -3.008 0.694 -0.5 -0.1 -0.1 0.489
O 0.432 -3.575 1.582 0.2 -0.1 0.2 -0.672
N 0.371 -2.225 -0.260 -0.1 0.1 -0.4 0.155
C 1.713 -1.847 -0.407 0.3 0.1 -0.1 0.195
C 2.679 -2.070 0.571 0.0 0.0 0.1 -0.451
C 3.971 -1.632 0.376 0.2 0.2 -0.3 -0.747
C 4.335 -0.962 -0.792 -0.1 -0.1 0.1 0.797
O 5.638 -0.562 -0.870 -0.1 -0.2 0.2 -0.467
C 6.068 0.096 -2.035 0.1 0.1 -0.2 -0.832
C 3.374 -0.749 -1.773 0.3 0.1 0.0 -0.335
C 2.078 -1.192 -1.578 -0.1 -0.2 0.2 -0.636
C -3.366 -1.594 -0.211 0.0 0.1 0.2 0.491
O -3.643 -2.360 -1.113 -0.2 -0.1 -0.2 -0.663
C -4.145 -0.302 -0.017 -0.1 0.3 -0.5 -0.601
S -4.716 0.414 -1.600 -0.1 -0.1 0.0 -0.166
C -3.286 0.095 -2.685 -0.4 -0.2 0.2 -0.930
C -1.981 0.406 -1.982 -0.3 0.2 -0.2 0.145
O -1.064 -0.393 -1.974 0.3 -0.1 -0.1 -0.603
N -1.974 1.611 -1.370 -0.1 0.3 -0.1 0.062
C -0.998 2.182 -0.540 0.3 0.1 0.2 0.211
C -1.301 3.393 0.078 0.0 -0.1 -0.1 -0.832
C -0.383 3.993 0.918 0.1 -0.1 0.0 -0.839
C 0.851 3.405 1.168 0.0 0.0 0.0 0.654
C 1.842 4.044 2.091 0.0 -0.1 0.1 -1.468
C 1.140 2.196 0.547 -0.1 0.2 0.1 -0.575
C 0.234 1.586 -0.299 0.0 -0.2 -0.1 0.213
H -4.025 -0.933 2.705 -0.1 0.0 0.0 0.274
H -2.702 -0.684 3.848 0.0 0.1 0.1 0.433
H -3.064 -2.306 3.258 0.0 -0.1 0.1 0.319
H -1.964 0.009 1.574 0.1 -0.1 0.0 0.223
H -1.043 -1.363 2.167 0.0 0.1 -0.1 0.442
H -2.040 -3.789 1.380 0.1 0.0 -0.1 0.300
H -1.968 -3.576 -0.386 0.0 0.0 0.2 0.446
H -0.250 -1.825 -0.958 -0.1 -0.1 0.2 0.109
H 2.415 -2.591 1.476 0.0 0.0 0.0 0.522
H 4.727 -1.799 1.127 0.1 0.0 0.1 0.426
H 5.952 -0.537 -2.921 0.0 0.0 0.0 0.332
H 5.531 1.037 -2.188 0.0 0.0 0.0 0.324
H 7.126 0.307 -1.881 -0.1 0.0 -0.1 0.240
H 3.617 -0.242 -2.693 0.0 0.0 -0.1 0.399
H 1.337 -1.023 -2.345 -0.1 0.0 -0.1 0.363
H -3.592 0.463 0.523 0.0 -0.1 0.1 0.352
H -5.066 -0.528 0.521 0.1 0.0 0.1 0.424
H -3.297 -0.951 -2.988 0.2 0.2 0.0 0.480
H -3.430 0.737 -3.554 0.0 0.0 0.0 0.442
H -2.825 2.156 -1.465 0.1 -0.2 0.0 0.258
H -2.257 3.864 -0.105 -0.1 0.1 0.0 0.374
H -0.632 4.934 1.387 0.0 0.1 0.0 0.349
H 1.593 5.086 2.270 0.0 0.1 0.0 0.365
H 1.850 3.523 3.049 0.1 0.0 0.1 0.288
H 2.846 3.986 1.675 0.1 0.0 0.0 0.368
H 2.092 1.716 0.722 0.1 -0.1 0.0 0.499
H 0.489 0.656 -0.774 0.0 0.0 0.0 0.427
```
Positions in Å, forces in eV/Å.

Calculated values
**SMILES string**: CCN(CC(=O)Nc1ccc(OC)cc1)C(=O)CSCC(=O)Nc1ccc(C)cc1
**Net charge**: 0
**Energy above the lowest of the compared OMol25 structures with the same formula, charge and spin**: 5.6 kcal/mol
**Kohn-Sham gap**: 8.21 eV
**E_HOMO**: -7.81 eV
**LUMO level**: 0.015 hartree



# 2
ORCA calculation (wB97M-V/def2-TZVPD) on a cluster of 2 separate species, C22H27N4 in total at a distorted geometry.

Geometry as XYZ:
```
53
Properties=species:S:1:pos:R:3:forces:R:3:mulliken_charge:R:1
C -6.166 1.784 -2.427 0.2 0.2 0.1 -0.945
N -5.737 0.409 -2.262 -0.7 -0.4 0.5 0.168
C -6.075 -0.423 -3.395 0.4 -0.2 -0.2 -0.925
C -4.593 0.139 -1.483 0.5 0.3 0.1 -0.054
C -4.736 -0.205 -0.119 0.1 0.3 -0.5 -0.554
C -3.623 -0.327 0.690 0.3 -0.2 0.1 -0.431
C -2.316 -0.169 0.179 -1.0 0.6 -1.3 0.979
C -1.183 -0.523 0.966 -1.3 -2.6 1.6 0.022
C 0.100 -0.602 0.434 1.7 -0.1 0.7 -0.602
C 1.196 -0.805 1.253 -1.0 -0.2 -0.9 0.017
C 2.523 -0.889 0.731 1.3 0.0 -0.9 0.574
C 3.583 -1.428 1.501 -0.9 0.3 0.1 -0.842
C 4.872 -1.444 1.024 0.5 0.2 -0.6 -0.284
C 5.177 -0.917 -0.249 -0.6 0.1 0.2 -0.110
N 6.511 -0.817 -0.666 0.8 -0.3 0.4 0.172
C 7.086 -1.768 -1.592 -0.2 0.0 0.0 -0.937
C 7.207 0.455 -0.631 -0.3 0.1 0.0 -0.959
C 4.129 -0.454 -1.060 -0.2 0.0 0.1 -0.270
C 2.826 -0.443 -0.593 0.0 -0.2 0.7 -0.958
C -2.185 0.249 -1.187 -0.2 -0.3 0.5 -0.982
C -3.304 0.340 -2.012 0.2 0.0 0.6 -0.301
H -5.919 2.369 -1.529 -0.1 -0.1 -0.3 0.303
H -5.690 2.258 -3.310 -0.2 0.0 0.3 0.331
H -7.256 1.787 -2.570 0.3 0.2 0.0 0.333
H -5.792 -1.464 -3.192 -0.1 0.2 -0.1 0.296
H -7.164 -0.366 -3.539 0.3 -0.1 -0.1 0.328
H -5.569 -0.094 -4.327 -0.2 -0.2 0.2 0.320
H -5.738 -0.342 0.271 0.1 0.1 0.0 0.452
H -3.735 -0.534 1.760 0.0 -0.1 -0.5 0.161
H -1.380 -1.087 1.933 0.4 0.1 -2.5 0.291
H 0.229 -0.626 -0.652 0.0 0.5 0.5 0.576
H 1.069 -0.919 2.334 -0.1 0.1 -0.3 0.428
H 3.348 -1.830 2.489 0.2 0.2 -0.2 0.379
H 5.701 -1.825 1.616 -0.2 0.0 0.0 0.450
H 6.550 -2.722 -1.526 0.2 0.2 -0.1 0.297
H 7.046 -1.398 -2.635 0.1 -0.2 0.2 0.304
H 8.137 -1.920 -1.304 -0.2 -0.1 -0.3 0.328
H 6.752 1.098 0.131 0.2 -0.1 -0.2 0.295
H 8.259 0.270 -0.364 -0.3 0.2 -0.1 0.330
H 7.171 0.973 -1.608 0.1 0.0 0.3 0.322
H 4.355 -0.069 -2.056 0.0 -0.1 0.3 0.397
H 2.036 -0.057 -1.232 0.2 0.0 0.2 0.360
H -1.196 0.513 -1.574 -0.4 -0.2 0.0 0.517
H -3.210 0.621 -3.059 0.1 0.0 0.2 0.399
N -1.458 0.532 2.828 0.5 1.8 0.4 -0.035
C -2.203 0.464 3.900 0.1 0.9 0.9 -0.350
N -1.965 1.542 4.701 0.4 0.2 -0.5 -0.060
C -1.002 2.337 4.074 -0.4 -0.9 -0.3 -0.564
C -0.697 1.683 2.901 -0.5 0.3 1.1 -0.407
H -2.926 -0.283 4.221 0.3 0.0 -0.5 0.398
H -2.427 1.702 5.592 0.3 0.1 -0.4 0.219
H -0.634 3.257 4.491 -0.1 0.0 0.1 0.406
H 0.016 1.968 2.133 -0.3 -0.1 0.2 0.422
```
Positions in Å, forces in eV/Å.

Calculated values
**Net charge**: +1
**Energy above the lowest of the compared OMol25 structures with the same formula, charge and spin**: 84.4 kcal/mol
**Kohn-Sham gap**: 5.98 eV
**E_HOMO**: -10.46 eV
**LUMO level**: -0.165 hartree



# 3
ORCA calculation (wB97M-V/def2-TZVPD) on a structure of composition C22H27NO3P2Sc at a distorted geometry.

Geometry as XYZ:
```
56
Properties=species:S:1:pos:R:3:forces:R:3:mulliken_charge:R:1
C -1.118 3.416 -1.535 -0.1 -0.3 -0.1 -0.806
C -1.027 2.038 -1.318 1.1 -0.2 0.2 -0.440
C 0.297 1.502 -1.185 -1.1 -0.1 0.3 1.194
C 1.403 2.265 -1.484 1.3 0.7 0.2 -0.420
C 1.283 3.627 -1.747 -0.1 0.4 0.0 -0.747
C 0.015 4.213 -1.728 -0.1 0.1 -0.1 -1.200
C 2.764 1.565 -1.420 -4.1 -2.2 -6.7 0.497
C 2.721 0.052 -1.573 1.1 1.0 -0.1 0.079
C 1.556 -0.578 -1.209 -0.5 -1.2 0.1 0.746
C 1.412 -1.992 -1.360 0.5 0.9 0.0 0.007
C 2.546 -2.697 -1.788 -0.5 0.0 0.2 -0.917
C 3.742 -2.051 -2.100 0.4 -0.3 -0.3 -1.056
C 3.824 -0.661 -2.028 0.3 -0.5 0.0 -0.823
H -2.122 3.844 -1.569 0.3 0.1 -0.1 0.405
H 2.180 4.234 -1.934 -0.5 -0.3 0.1 0.478
H -0.125 5.293 -1.886 0.2 -0.6 0.1 0.359
H 3.098 1.850 -2.448 -2.0 -1.0 -3.7 0.737
H 2.445 -3.783 -1.871 0.3 0.3 -0.1 0.420
H 4.603 -2.669 -2.424 -0.6 0.6 0.2 0.347
H 4.750 -0.137 -2.299 -0.4 -0.3 0.1 0.491
N 0.541 0.214 -0.628 0.4 -0.1 -4.3 1.353
Sc -0.176 0.004 1.024 -1.3 -0.1 4.4 -0.673
C -2.280 1.177 -1.276 -0.2 -0.1 0.3 -1.461
H -2.229 0.340 -1.996 0.1 0.4 0.2 0.441
H -3.146 1.806 -1.517 0.2 -0.1 -0.3 0.713
C 0.110 -2.723 -1.112 -0.2 -0.1 0.3 -1.322
H -0.697 -2.364 -1.775 0.3 -0.1 0.1 0.490
H 0.265 -3.793 -1.291 -0.1 0.2 -0.2 0.490
P -2.723 0.449 0.385 -0.2 0.6 -0.7 1.301
P -0.537 -2.626 0.635 0.7 -0.3 -1.0 1.177
C 0.682 -3.637 1.530 0.2 0.1 0.6 -1.196
H 0.927 -3.105 2.458 0.1 -0.3 -0.1 0.305
H 0.245 -4.613 1.775 0.2 0.2 0.0 0.402
H 1.602 -3.772 0.950 -0.2 0.1 0.1 0.339
C -2.007 -3.698 0.583 -0.5 0.1 0.2 -1.392
H -1.739 -4.718 0.886 -0.1 0.3 -0.2 0.449
H -2.731 -3.291 1.299 0.0 -0.3 -0.2 0.365
H -2.465 -3.709 -0.415 0.1 0.0 0.3 0.400
C -3.428 1.896 1.232 0.2 0.2 0.4 -1.264
H -4.339 1.580 1.756 0.2 0.2 -0.1 0.458
H -2.694 2.255 1.965 -0.3 0.1 -0.2 0.273
H -3.661 2.702 0.524 0.0 -0.2 0.2 0.314
C -4.201 -0.559 0.021 0.0 -0.5 0.0 -1.067
H -3.940 -1.620 0.132 -0.3 0.3 -0.1 0.189
H -4.982 -0.305 0.751 0.2 -0.2 -0.3 0.388
H -4.569 -0.377 -0.999 0.1 0.0 0.3 0.364
C 3.050 1.725 0.240 3.4 2.4 10.7 -0.716
O 2.685 1.431 1.313 -1.4 -1.0 -2.9 -0.176
H 3.637 2.079 -1.591 2.8 1.4 2.0 1.051
C 0.857 1.382 4.607 0.0 -0.4 -0.1 -1.192
C 0.389 0.813 3.295 0.2 -0.1 -1.1 1.004
O 0.721 -0.374 2.899 -0.3 1.0 0.7 -0.555
O -0.309 1.537 2.479 0.4 -0.5 0.8 -0.577
H -0.019 1.663 5.207 0.3 0.0 -0.2 0.346
H 1.469 2.280 4.426 -0.3 -0.3 0.0 0.297
H 1.448 0.625 5.135 -0.2 0.3 -0.1 0.331
```
Positions in Å, forces in eV/Å.

Calculated values
**Net charge**: +1
**Kohn-Sham gap**: 6.60 eV
**E_HOMO**: -9.24 eV
**LUMO level**: -0.097 hartree



# 4
ORCA calculation (wB97M-V/def2-TZVPD) on the molecule C22H27NO3S.

Geometry as XYZ:
```
54
Properties=species:S:1:pos:R:3:forces:R:3:mulliken_charge:R:1
C -1.300 -4.248 -0.265 0.1 -0.1 0.0 -0.709
O -2.642 -3.885 -0.065 -0.3 0.1 0.0 -0.500
C -2.955 -2.555 -0.040 0.0 0.2 0.0 0.486
C -4.306 -2.243 0.125 0.1 0.0 0.0 -0.672
C -4.712 -0.931 0.185 0.1 0.1 0.0 -0.588
C -3.790 0.110 0.068 0.2 -0.3 0.0 -0.569
C -2.445 -0.194 -0.130 -0.3 0.2 0.0 -0.405
C -2.039 -1.525 -0.165 -0.1 -0.5 0.0 0.306
C -1.442 0.912 -0.284 0.5 0.1 -0.4 1.221
S -0.251 0.541 -1.647 0.0 0.1 0.0 -0.212
C 1.214 1.380 -0.973 -0.4 0.0 -0.1 -0.646
C 1.698 0.761 0.330 -0.3 0.2 -0.4 0.449
O 2.038 1.441 1.274 0.2 0.2 0.3 -0.684
N 1.678 -0.587 0.333 0.0 -0.5 0.0 0.167
C 2.316 -1.368 1.363 0.1 -0.1 0.1 -0.821
C 3.640 -1.966 0.860 -0.1 0.3 0.1 -1.213
C 4.515 -0.864 0.332 0.1 -0.2 0.0 0.551
C 5.268 -0.085 1.201 0.0 0.0 -0.1 -0.229
C 6.009 0.981 0.727 0.0 0.1 0.1 -0.644
C 6.004 1.286 -0.624 0.1 0.1 0.0 -0.438
C 5.259 0.514 -1.498 0.0 0.1 -0.1 -0.655
C 4.518 -0.553 -1.021 0.0 0.0 0.0 -0.190
C -2.143 2.230 -0.580 -0.3 -0.1 0.2 -1.742
C -3.345 2.431 0.351 0.4 0.6 0.1 1.763
C -4.085 3.718 -0.014 0.1 -0.5 0.0 -1.853
C -2.917 2.466 1.823 -0.2 -0.2 -0.3 -1.690
O -4.284 1.375 0.154 -0.2 0.0 -0.1 -0.499
H -0.660 -3.885 0.547 0.0 0.0 0.0 0.251
H -0.920 -3.875 -1.222 0.0 0.0 0.0 0.309
H -1.286 -5.337 -0.272 0.1 0.1 0.0 0.258
H -5.016 -3.049 0.212 -0.1 -0.1 0.0 0.430
H -5.750 -0.677 0.323 -0.1 0.0 0.0 0.450
H -0.990 -1.725 -0.308 0.1 -0.1 0.0 0.183
H -0.816 0.985 0.610 -0.1 0.0 0.0 0.279
H 0.999 2.438 -0.824 0.2 -0.1 0.1 0.363
H 1.993 1.281 -1.730 0.0 0.0 0.0 0.371
H 1.439 -1.052 -0.532 -0.1 0.1 0.1 0.256
H 1.640 -2.163 1.692 0.1 0.1 0.1 0.367
H 2.505 -0.686 2.195 -0.1 -0.1 0.0 0.414
H 3.432 -2.693 0.071 0.0 -0.1 0.0 0.387
H 4.127 -2.483 1.688 0.0 -0.1 0.0 0.441
H 5.268 -0.314 2.257 0.0 0.0 0.1 0.382
H 6.588 1.581 1.413 0.0 0.1 0.1 0.381
H 6.579 2.122 -0.994 0.1 0.1 0.0 0.392
H 5.251 0.745 -2.554 0.0 0.0 -0.1 0.419
H 3.940 -1.153 -1.712 0.0 -0.1 0.0 0.371
H -1.452 3.068 -0.477 0.0 0.0 0.0 0.432
H -2.508 2.208 -1.611 0.0 0.1 0.0 0.497
H -4.373 3.700 -1.061 0.0 0.0 -0.1 0.418
H -3.451 4.581 0.169 0.1 0.1 0.0 0.384
H -4.985 3.801 0.588 -0.1 0.0 0.1 0.437
H -2.550 1.492 2.140 0.1 -0.1 0.1 0.353
H -2.134 3.205 1.973 0.1 0.1 0.0 0.363
H -3.770 2.724 2.445 -0.1 0.0 0.1 0.432
```
Positions in Å, forces in eV/Å.

Calculated values
**SMILES string**: COc1ccc2c(c1)[C@@H](SCC(=O)NCCc1ccccc1)CC(C)(C)O2
**Net charge**: 0
**Energy above the lowest of the compared OMol25 structures with the same formula, charge and spin**: 13.7 kcal/mol
**Kohn-Sham gap**: 8.36 eV
**E_HOMO**: -7.90 eV
**LUMO level**: 0.017 hartree